Entry 1:
{
  "formula": "C4H12",
  "method": "ωB97M-V with the def2-TZVPD basis set",
  "smiles": "CC.CC",
  "orbital_gap_ev": 12.11,
  "de_lowest_kj_mol": 114.9,
  "total_charge": 0,
  "homo_ha": -0.403,
  "e_lumo_ha": 0.042,
  "symbols": ["C", "C", "H", "H", "H", "H", "H", "H", "C", "C", "H", "H", "H", "H", "H", "H"],
  "xyz": [[-2.134, 0.800, 0.384], [-1.021, 1.410, -0.328], [-1.837, 0.143, 1.291], [-3.072, 1.457, 0.500], [-2.448, -0.044, -0.251], [-1.063, 1.581, -1.490], [-0.644, 2.429, -0.038], [0.025, 0.902, -0.401], [1.473, -1.529, -0.588], [1.571, -0.665, 0.706], [2.228, -1.103, -1.287], [1.751, -2.556, -0.383], [0.509, -1.530, -1.072], [1.938, 0.359, 0.466], [2.217, -1.130, 1.486], [0.509, -0.523, 1.007]],
  "lowdin_charge": [-0.208, -0.249, 0.090, 0.096, 0.059, 0.098, 0.070, 0.050, -0.168, -0.178, 0.069, 0.051, 0.048, 0.063, 0.071, 0.038]
}



Entry 2:
{
  "formula": "C39H34Cl5MnN7O5S",
  "method": "ωB97M-V with the def2-TZVPD basis set",
  "multiplicity": 6,
  "orbital_gap_ev": [7.26, 7.31],
  "de_lowest_kj_mol": 17.9,
  "s_squared": 8.75,
  "total_charge": 0,
  "homo_ha": [-0.292, -0.295],
  "e_lumo_ha": [-0.025, -0.027],
  "symbols": ["Mn", "C", "N", "C", "C", "C", "N", "C", "C", "H", "H", "H", "H", "H", "H", "H", "H", "H", "H", "H", "H", "H", "H", "H", "H", "Cl", "C", "C", "Cl", "C", "Cl", "C", "O", "C", "Cl", "C", "Cl", "C", "O", "C", "C", "C", "C", "C", "C", "C", "N", "C", "C", "N", "C", "C", "C", "C", "N", "C", "C", "N", "C", "C", "C", "C", "H", "H", "H", "H", "H", "H", "H", "H", "H", "H", "H", "H", "H", "H", "O", "S", "O", "N", "C", "O", "C", "C", "C", "C", "C", "C", "H", "H", "H", "H"],
  "xyz": [[-1.734, 1.054, 1.876], [1.298, 2.071, 3.131], [0.073, 1.426, 3.603], [0.431, 0.166, 4.260], [-0.627, 2.271, 4.578], [-1.285, 3.468, 3.924], [-2.357, 3.073, 3.003], [-3.581, 2.741, 3.753], [-2.675, 4.205, 2.117], [1.981, 2.280, 3.967], [1.082, 3.003, 2.613], [1.805, 1.411, 2.427], [1.034, 0.352, 5.160], [1.020, -0.448, 3.579], [-0.475, -0.368, 4.538], [0.071, 2.615, 5.356], [-1.378, 1.650, 5.066], [-0.546, 4.031, 3.351], [-1.670, 4.151, 4.694], [-3.913, 3.608, 4.338], [-3.417, 1.893, 4.413], [-4.366, 2.477, 3.044], [-3.079, 5.043, 2.699], [-3.389, 3.901, 1.359], [-1.770, 4.549, 1.616], [-7.246, -3.315, 4.883], [-5.885, -2.365, 4.421], [-5.607, -2.133, 3.076], [-6.626, -2.806, 1.862], [-4.511, -1.367, 2.708], [-4.174, -1.067, 1.041], [-3.632, -0.796, 3.659], [-2.588, -0.099, 3.346], [-3.944, -1.059, 5.010], [-2.881, -0.395, 6.203], [-5.041, -1.818, 5.386], [-5.364, -2.095, 7.055], [7.585, -4.962, -6.696], [7.241, -3.589, -6.628], [6.341, -3.213, -5.690], [6.038, -1.850, -5.651], [5.135, -1.368, -4.732], [4.509, -2.230, -3.827], [4.815, -3.582, -3.878], [5.725, -4.084, -4.800], [3.553, -1.674, -2.865], [3.175, -0.418, -2.821], [2.282, -0.346, -1.783], [2.119, -1.571, -1.190], [2.941, -2.422, -1.893], [1.215, -1.807, -0.110], [0.948, -3.054, 0.470], [-0.002, -3.151, 1.454], [-0.690, -1.998, 1.842], [-0.445, -0.812, 1.316], [0.500, -0.692, 0.365], [0.700, 0.631, -0.223], [-0.027, 1.645, 0.282], [0.035, 2.820, -0.317], [0.835, 3.073, -1.436], [1.614, 2.059, -1.931], [1.555, 0.800, -1.319], [8.318, -5.050, -7.492], [6.714, -5.576, -6.936], [8.027, -5.305, -5.757], [6.527, -1.191, -6.356], [4.895, -0.314, -4.698], [4.345, -4.288, -3.203], [5.938, -5.143, -4.814], [3.083, -3.401, -1.727], [1.477, -3.938, 0.134], [-0.241, -4.098, 1.917], [-1.463, -2.028, 2.599], [-0.617, 3.594, 0.069], [0.800, 4.045, -1.906], [2.250, 2.196, -2.796], [-3.856, 3.760, -3.747], [-2.705, 3.515, -2.928], [-1.582, 4.411, -3.043], [-3.103, 3.341, -1.357], [-2.782, 2.149, -0.910], [-2.774, 1.849, 0.315], [-2.266, 1.199, -1.960], [-1.904, -0.131, -1.840], [-1.384, -0.774, -2.958], [-1.232, -0.097, -4.165], [-1.613, 1.235, -4.289], [-2.131, 1.851, -3.168], [-2.028, -0.656, -0.904], [-1.094, -1.816, -2.891], [-0.820, -0.617, -5.020], [-1.506, 1.767, -5.225]],
  "mulliken_spin": [4.566, 0.022, 0.023, 0.024, 0.020, 0.010, 0.023, 0.029, 0.023, 0.004, -0.003, 0.001, 0.001, 0.004, -0.003, 0.004, -0.015, -0.006, 0.000, 0.006, -0.003, -0.004, 0.003, 0.002, -0.007, 0.001, 0.005, -0.004, 0.000, -0.017, 0.007, 0.033, 0.075, 0.009, 0.000, -0.002, 0.000, 0.000, 0.000, 0.000, 0.000, 0.001, 0.000, 0.001, -0.001, 0.000, 0.000, -0.001, -0.001, 0.000, -0.014, 0.003, 0.002, 0.042, -0.063, 0.029, -0.044, 0.079, 0.038, -0.002, 0.001, -0.001, 0.000, 0.000, 0.000, 0.000, 0.000, 0.000, 0.000, 0.000, 0.000, 0.000, 0.008, -0.004, 0.000, 0.000, 0.001, 0.000, 0.001, 0.014, 0.027, 0.046, -0.002, 0.032, 0.005, 0.000, 0.000, -0.001, -0.022, 0.000, 0.000, 0.000]
}



Entry 3:
{
  "formula": "C4H12N2",
  "method": "ωB97M-V with the def2-TZVPD basis set",
  "smiles": "CNC[C@H](C)N",
  "orbital_gap_ev": 9.71,
  "de_lowest_kj_mol": 112.4,
  "total_charge": 0,
  "homo_ha": -0.316,
  "e_lumo_ha": 0.041,
  "symbols": ["C", "N", "C", "C", "C", "N", "H", "H", "H", "H", "H", "H", "H", "H", "H", "H", "H", "H"],
  "xyz": [[-2.100, 1.662, 0.415], [-1.361, 0.678, -0.379], [-0.159, 0.177, 0.260], [0.725, -0.832, -0.451], [1.560, -1.651, 0.527], [1.504, -0.215, -1.555], [-1.454, 2.355, 0.958], [-2.664, 1.043, 1.105], [-2.556, 2.425, -0.241], [-1.977, -0.071, -0.665], [-0.401, -0.283, 1.245], [0.455, 1.002, 0.618], [0.016, -1.530, -0.939], [2.187, -2.416, 0.052], [2.289, -1.010, 1.036], [0.889, -2.181, 1.212], [1.018, 0.389, -2.206], [2.030, 0.458, -0.990]],
  "lowdin_charge": [-0.130, -0.135, -0.269, -0.465, -0.074, 0.028, 0.072, 0.077, 0.079, 0.101, 0.112, 0.114, 0.133, 0.077, 0.079, 0.077, 0.062, 0.063]
}



Entry 4:
{
  "formula": "C27H27NO2SeY",
  "method": "ωB97M-V with the def2-TZVPD basis set",
  "orbital_gap_ev": 5.81,
  "de_lowest_kj_mol": 0.0,
  "total_charge": -1,
  "homo_ha": -0.117,
  "e_lumo_ha": 0.096,
  "symbols": ["Y", "C", "C", "O", "C", "C", "C", "C", "C", "C", "O", "H", "H", "H", "H", "H", "H", "H", "C", "C", "C", "C", "C", "C", "C", "C", "C", "C", "C", "C", "C", "C", "H", "H", "H", "H", "H", "H", "H", "H", "H", "H", "H", "C", "C", "C", "C", "C", "N", "H", "H", "H", "H", "H", "H", "H", "H", "H", "Se"],
  "xyz": [[-0.474, 2.230, -0.058], [-4.736, 1.381, 1.463], [-3.275, 1.749, 1.582], [-2.746, 2.222, 0.571], [-2.567, 1.525, 2.840], [-3.252, 0.903, 3.905], [-2.657, 0.650, 5.114], [-1.316, 1.033, 5.290], [-0.616, 1.646, 4.288], [-1.207, 1.917, 3.021], [-0.501, 2.494, 2.112], [-5.070, 1.665, 0.470], [-5.342, 1.880, 2.220], [-4.858, 0.304, 1.593], [-4.282, 0.605, 3.763], [-3.205, 0.164, 5.909], [-0.824, 0.839, 6.237], [0.416, 1.944, 4.414], [1.194, -5.044, 0.027], [0.769, -4.365, -1.109], [0.394, -3.032, -1.039], [0.430, -2.337, 0.173], [0.879, -3.029, 1.300], [1.251, -4.364, 1.236], [0.075, -0.900, 0.315], [-0.661, -0.090, -0.459], [-1.458, -0.591, -1.597], [-1.301, -0.064, -2.883], [-2.081, -0.515, -3.941], [-3.058, -1.480, -3.742], [-3.252, -1.988, -2.461], [-2.464, -1.550, -1.410], [1.482, -6.086, -0.033], [0.732, -4.877, -2.063], [0.076, -2.523, -1.939], [0.935, -2.502, 2.247], [1.587, -4.873, 2.131], [0.557, -0.469, 1.198], [-0.574, 0.725, -3.049], [-1.931, -0.089, -4.926], [-3.673, -1.820, -4.566], [-4.019, -2.733, -2.282], [-2.609, -1.960, -0.416], [4.971, 2.953, -0.956], [4.076, 1.817, -1.457], [4.823, 0.478, -1.447], [3.526, 2.131, -2.854], [2.923, 1.708, -0.545], [2.016, 1.682, 0.152], [5.830, 3.042, -1.624], [5.335, 2.757, 0.053], [4.429, 3.898, -0.955], [5.675, 0.544, -2.126], [4.172, -0.330, -1.781], [5.191, 0.232, -0.450], [4.372, 2.332, -3.514], [2.842, 2.980, -2.834], [2.959, 1.286, -3.244], [0.092, 3.897, -1.867]],
  "lowdin_charge": [0.809, -0.012, -0.355, -0.060, -0.095, -0.056, -0.112, -0.096, -0.016, -0.351, -0.202, 0.086, 0.085, 0.089, 0.097, 0.089, 0.097, 0.111, -0.119, -0.094, -0.033, -0.212, -0.056, -0.108, -0.139, -0.218, -0.291, -0.058, -0.097, -0.122, -0.107, -0.069, 0.089, 0.096, 0.108, 0.106, 0.092, 0.073, 0.079, 0.096, 0.086, 0.091, 0.113, -0.043, -0.586, -0.047, -0.052, -0.141, 0.159, 0.085, 0.086, 0.096, 0.085, 0.089, 0.086, 0.086, 0.027, 0.089, -0.432]
}



Entry 5:
{
  "formula": "C5H10",
  "method": "ωB97M-V with the def2-TZVPD basis set",
  "smiles": "C1CCCC1",
  "orbital_gap_ev": 12.32,
  "de_lowest_kj_mol": 32.8,
  "total_charge": 0,
  "homo_ha": -0.407,
  "e_lumo_ha": 0.046,
  "symbols": ["C", "C", "C", "C", "C", "H", "H", "H", "H", "H", "H", "H", "H", "H", "H"],
  "xyz": [[0.520, 1.047, -0.613], [0.392, -0.460, -1.191], [-0.329, -1.298, -0.078], [-0.731, -0.234, 0.978], [0.283, 0.890, 0.897], [-0.290, 1.635, -1.062], [1.448, 1.619, -0.819], [-0.201, -0.469, -2.120], [1.370, -0.891, -1.455], [0.329, -2.068, 0.353], [-1.227, -1.827, -0.437], [-0.854, -0.542, 2.024], [-1.680, 0.224, 0.656], [1.225, 0.698, 1.433], [-0.256, 1.676, 1.434]],
  "lowdin_charge": [-0.177, -0.164, -0.192, -0.233, -0.240, 0.096, 0.100, 0.092, 0.092, 0.099, 0.098, 0.107, 0.110, 0.111, 0.103]
}